Entry 1:
{
  "formula": "C19H18N2O4",
  "method": "the ωB97M-V functional and the def2-TZVPD basis",
  "elements": ["C", "N", "C", "O", "C", "H", "H", "O", "C", "O", "C", "O", "C", "C", "C", "C", "C", "C", "H", "H", "C", "N", "H", "H", "H", "H", "C", "C", "C", "C", "C", "C", "C", "H", "H", "H", "H", "H", "H", "H", "H", "H", "H"],
  "xyz": [[0.461, -0.321, 0.314], [0.396, -1.475, 1.076], [-0.657, -1.869, 1.966], [-0.402, -2.794, 2.755], [-1.627, -1.054, 1.870], [-1.458, 0.086, 2.280], [-2.271, -1.273, 2.961], [-2.485, -1.274, 0.778], [-2.856, -0.161, 0.186], [-2.554, 1.095, 0.457], [-3.904, -0.512, -0.847], [-4.104, 0.535, -1.718], [-2.970, 1.363, -2.588], [-3.578, 2.554, -3.000], [-2.543, 3.195, -3.839], [-1.205, 2.928, -3.763], [-0.780, 1.781, -3.323], [-1.746, 0.983, -2.496], [-1.625, -0.063, -2.151], [0.106, 1.364, -3.241], [-0.268, 3.507, -4.631], [0.441, 4.226, -4.985], [-2.964, 4.207, -4.147], [-4.535, 2.968, -2.772], [-3.426, -1.487, -1.640], [-4.799, -0.756, -0.634], [1.827, -2.277, 1.058], [2.704, -1.733, 1.807], [2.890, -1.329, 3.257], [3.872, -0.633, 3.758], [4.861, -0.376, 3.004], [5.032, -0.642, 1.568], [3.878, -1.203, 1.040], [4.076, -1.379, -0.085], [5.889, -0.190, 1.038], [5.576, 0.192, 3.547], [3.845, -0.656, 4.695], [1.939, -1.543, 3.908], [1.883, -2.618, 0.140], [1.421, -3.317, 1.879], [1.462, 0.286, 0.398], [0.382, -0.648, -0.471], [-0.184, 0.314, 0.593]],
  "forces_ev_per_a": [[7.42, 3.42, 11.42], [1.79, -3.95, 3.08], [13.84, -6.59, -0.39], [-1.60, 0.89, -0.59], [-11.64, 8.06, 6.78], [0.05, -2.57, -2.27], [1.00, 0.08, -3.10], [1.05, 1.21, 0.43], [-1.13, 5.82, 0.58], [-0.98, -6.93, -0.99], [8.93, 0.31, -6.27], [1.05, 2.97, -2.51], [-8.28, -0.57, 4.60], [5.45, -0.29, -2.88], [-6.14, 3.29, 2.82], [-0.41, 0.12, -3.32], [-4.91, -4.77, 5.73], [4.52, -1.12, -2.75], [0.75, 0.94, -0.05], [4.65, -1.12, -0.53], [-7.68, -5.32, 4.52], [8.95, 8.17, -5.23], [1.28, -1.30, -0.32], [-0.37, -0.27, -0.18], [-1.13, 2.14, 2.79], [-6.09, -2.24, 2.65], [-12.95, -5.80, 3.83], [12.36, 8.26, 5.71], [-8.76, -4.40, -4.27], [-2.53, -1.78, -3.35], [7.05, 2.55, -5.16], [-2.00, 1.19, 3.93], [0.78, -1.33, -1.54], [-1.40, -0.08, 1.55], [-0.70, -0.71, 0.17], [1.53, 0.36, -0.18], [0.35, 1.21, 7.89], [1.92, 0.05, -1.08], [1.20, -1.34, -4.42], [0.81, 2.58, -2.88], [-1.31, -1.38, 0.09], [-1.59, -4.56, -15.84], [-5.16, 4.78, 1.53]],
  "energy_ev": -31148.3664,
  "homo_energy_ev": -8.5,
  "multiplicity": 1,
  "charge": 0,
  "lumo_energy_ev": -0.03
}



Entry 2:
{
  "formula": "C19H18N4O5",
  "method": "the ωB97M-V functional and the def2-TZVPD basis",
  "elements": ["C", "H", "O", "C", "C", "C", "C", "C", "C", "H", "H", "C", "C", "N", "C", "N", "C", "H", "H", "H", "N", "H", "C", "C", "C", "C", "C", "C", "C", "N", "O", "O", "H", "O", "C", "O", "H", "H", "H", "H", "H", "H", "H", "H", "H", "H"],
  "xyz": [[-5.138, 1.135, 4.505], [-5.656, 1.380, 5.431], [-3.878, 1.752, 4.599], [-3.009, 1.620, 3.558], [-3.258, 0.902, 2.393], [-2.293, 0.832, 1.406], [-1.060, 1.466, 1.546], [-0.826, 2.195, 2.712], [-1.782, 2.269, 3.701], [-1.605, 2.834, 4.603], [0.098, 2.736, 2.839], [-0.094, 1.369, 0.463], [-0.314, 1.393, -0.893], [0.848, 1.228, -1.569], [1.775, 1.097, -0.651], [1.265, 1.183, 0.606], [2.021, 1.097, 1.824], [2.990, 0.656, 1.601], [2.190, 2.089, 2.247], [1.488, 0.486, 2.554], [3.134, 0.852, -0.869], [3.421, 1.295, -1.739], [3.465, -0.576, -0.958], [2.494, -1.292, -1.866], [1.416, -1.938, -1.252], [0.432, -2.482, -2.038], [0.497, -2.425, -3.437], [1.547, -1.824, -4.069], [2.540, -1.241, -3.263], [3.607, -0.602, -3.979], [3.765, -0.914, -5.141], [4.298, 0.216, -3.401], [1.622, -1.767, -5.142], [-0.601, -3.038, -3.964], [-1.375, -3.462, -2.863], [-0.702, -3.125, -1.665], [-2.357, -2.962, -2.885], [-1.519, -4.552, -2.909], [1.347, -1.993, -0.178], [3.402, -1.013, 0.042], [4.493, -0.647, -1.312], [-1.237, 1.543, -1.417], [-2.492, 0.264, 0.509], [-4.197, 0.393, 2.243], [-5.713, 1.521, 3.657], [-5.048, 0.048, 4.419]],
  "forces_ev_per_a": [[-0.21, -0.11, -0.02], [0.00, -0.05, -0.08], [0.34, 0.12, -0.06], [0.13, 0.04, -0.05], [-0.32, 0.06, 0.25], [0.27, 0.10, 0.04], [-0.20, -0.11, 0.16], [-0.14, -0.06, -0.05], [-0.20, -0.05, 0.14], [0.02, 0.07, 0.11], [0.10, 0.05, 0.01], [-0.25, 0.01, -0.49], [0.01, 0.13, 0.52], [0.57, -0.10, -0.34], [-0.02, 0.16, -0.15], [-0.18, -0.05, -0.34], [0.23, 0.04, 0.38], [-0.06, 0.02, 0.04], [0.02, -0.08, 0.02], [0.06, 0.02, -0.04], [0.26, 0.32, -0.06], [-0.11, -0.08, 0.21], [0.08, 0.04, -0.02], [0.24, -0.02, -0.36], [-0.22, -0.25, -0.20], [0.31, 0.17, -0.68], [0.31, 0.19, 0.79], [-0.18, -0.05, -0.04], [-0.96, -0.68, 0.70], [0.32, 0.07, -0.36], [0.13, 0.02, -0.25], [0.26, 0.30, 0.09], [-0.01, -0.02, -0.05], [0.27, 0.13, -0.31], [-1.10, -0.57, -0.10], [0.28, 0.13, 0.31], [0.28, -0.04, 0.01], [0.12, 0.25, 0.02], [0.02, 0.04, 0.17], [0.02, -0.04, -0.08], [-0.15, -0.09, 0.16], [-0.28, 0.06, 0.01], [0.00, -0.09, -0.06], [-0.09, -0.03, 0.02], [0.03, -0.03, 0.02], [-0.01, 0.05, -0.01]],
  "energy_ev": -36189.5438,
  "homo_energy_ev": -7.7,
  "multiplicity": 1,
  "charge": 0,
  "smiles": "COc1ccc(-c2cnc(NCc3cc4c(cc3[N+](=O)[O-])OCO4)n2C)cc1",
  "lumo_energy_ev": -0.27
}



Entry 3:
{
  "formula": "C19H18N5OPtS",
  "method": "the ωB97M-V functional and the def2-TZVPD basis",
  "elements": ["Pt", "O", "C", "N", "C", "C", "C", "C", "C", "C", "N", "C", "C", "C", "C", "C", "N", "H", "H", "H", "H", "H", "H", "H", "H", "H", "H", "N", "C", "S", "N", "C", "C", "C", "C", "C", "C", "H", "H", "H", "H", "H", "H", "H", "H"],
  "xyz": [[-0.186, -1.819, -0.311], [-3.809, -0.475, 0.761], [-2.786, -1.106, 0.566], [-1.912, -0.934, -0.440], [-2.066, 0.101, -1.441], [-0.810, 0.128, -2.284], [-0.568, 1.093, -3.249], [0.537, 0.969, -4.071], [1.381, -0.127, -3.926], [1.121, -1.025, -2.915], [0.065, -0.891, -2.098], [-2.325, -2.231, 1.484], [-3.117, -2.724, 2.495], [-2.670, -3.824, 3.215], [-1.452, -4.402, 2.888], [-0.694, -3.846, 1.874], [-1.120, -2.777, 1.197], [-2.249, 1.084, -0.997], [-2.925, -0.105, -2.089], [-1.263, 1.915, -3.361], [0.731, 1.710, -4.836], [2.228, -0.279, -4.578], [1.746, -1.891, -2.735], [-4.068, -2.243, 2.679], [-3.271, -4.236, 4.014], [-1.080, -5.270, 3.414], [0.270, -4.243, 1.590], [2.928, 0.155, -0.661], [2.176, -0.335, 0.314], [2.067, -2.068, 0.515], [1.527, 0.483, 1.133], [1.453, 1.908, 1.096], [2.579, 2.703, 0.926], [2.436, 4.085, 0.916], [1.189, 4.665, 1.089], [0.073, 3.860, 1.285], [0.201, 2.481, 1.287], [3.418, -0.499, -1.247], [2.925, 1.135, -0.900], [0.917, 0.010, 1.782], [3.567, 2.264, 0.858], [3.313, 4.707, 0.796], [1.087, 5.741, 1.088], [-0.901, 4.306, 1.439], [-0.666, 1.847, 1.437]],
  "forces_ev_per_a": [[-0.23, -0.49, -0.21], [0.01, -0.08, 0.03], [0.14, 0.09, 0.08], [-0.65, -0.04, -0.24], [0.16, -0.06, 0.00], [-0.18, -0.28, 0.01], [-0.09, -0.10, -0.08], [0.05, -0.02, -0.03], [-0.07, 0.03, -0.07], [-0.15, -0.02, -0.02], [0.62, 0.82, 0.18], [0.03, -0.07, -0.31], [-0.02, 0.00, -0.02], [0.04, -0.03, 0.01], [-0.07, 0.00, 0.03], [-0.04, 0.11, 0.04], [0.00, 0.23, 0.66], [0.02, -0.02, 0.09], [0.03, 0.03, -0.07], [0.01, -0.01, -0.01], [0.00, -0.01, 0.01], [-0.01, 0.01, 0.00], [0.03, 0.05, 0.08], [0.01, -0.02, 0.01], [0.00, 0.00, -0.01], [-0.02, 0.01, -0.01], [0.02, 0.03, 0.03], [0.03, 0.03, -0.05], [0.23, -0.09, 0.08], [0.07, -0.06, -0.41], [0.12, -0.03, 0.17], [-0.13, -0.04, -0.07], [0.03, 0.03, 0.07], [0.01, 0.00, 0.00], [-0.01, -0.01, 0.00], [0.00, 0.01, 0.01], [-0.02, 0.02, -0.07], [0.00, 0.01, -0.01], [0.06, 0.01, 0.06], [-0.01, -0.01, 0.05], [-0.02, -0.02, 0.01], [-0.02, -0.01, -0.01], [0.00, -0.01, 0.00], [0.01, 0.00, 0.00], [0.03, 0.01, -0.01]],
  "energy_ev": -43571.8801,
  "homo_energy_ev": -11.0,
  "multiplicity": 1,
  "charge": 1,
  "lumo_energy_ev": -3.20
}